Here is a cluster of 2 separate species, C6H14Cl in total from OMol25. Energies are from ωB97M-V/def2-TZVPD.

E_LUMO (spin up / spin down) = 1.25 / -4.15 eV
HOMO energy (spin up / spin down) = -10.7 / -10.7 eV
Spin multiplicity = 2
Frontier orbital gap (spin up / spin down) = 11.95 / 6.53 eV
ΔE to the lowest compared entry with this formula, charge and spin = 0.162 eV

Each line ends with the Mulliken charge.
CARTESIAN COORDINATES (ANGSTROEM)
Cl -1.686 4.191 3.322  -0.05
H 1.409 -0.630 -3.021  0.39
C 1.246 -1.091 -2.042  -1.28
C 0.375 -0.122 -1.257  -0.53
C 0.141 -0.548 0.188  0.69
C -0.587 -1.874 0.234  -1.62
C -0.677 0.504 0.938  -0.67
C -0.044 1.886 1.107  -0.65
H 0.743 -2.060 -2.180  0.31
H 2.207 -1.286 -1.552  0.32
H 0.834 0.863 -1.253  0.31
H -0.598 -0.047 -1.752  0.28
H 1.124 -0.627 0.687  0.24
H -1.549 -1.836 -0.287  0.31
H 0.019 -2.633 -0.246  0.43
H -0.773 -2.135 1.274  0.43
H -1.647 0.639 0.436  0.28
H -0.855 0.098 1.934  0.34
H -0.656 2.495 1.786  -0.15
H 0.958 1.804 1.542  0.31
H 0.016 2.410 0.143  0.31